# 1
DFT (ωB97M-V/def2-TZVPD) results for a cluster of 2 separate species, C2H9NS2 in total in a non-equilibrium geometry.

Positions of all 14 atoms, in Å:
1 C 1.590 1.572 0.020
2 N 1.817 1.572 -1.450
3 H 0.765 0.779 0.272
4 H 2.516 1.115 0.371
5 H 1.294 2.480 0.523
6 H 0.965 2.014 -1.924
7 H 1.782 0.650 -1.834
8 C -1.177 -2.493 0.790
9 S -2.175 -1.079 1.202
10 S -2.324 0.309 -0.290
11 H -0.156 -2.104 0.439
12 H -1.047 -3.220 1.544
13 H -1.567 -3.008 -0.079
14 H -2.283 1.413 0.415

The HOMO-LUMO gap (spin up / spin down) is 0.1169 / 0.2718 Ha. Its net charge is -1. As for the multiplicity: 2. The energy above the lowest of the compared OMol25 structures with the same formula, charge and spin comes out at 1.728 eV.

# 2
DFT (ωB97M-V/def2-TZVPD) results for a structure of composition C36H76F6HgN4O4P in a non-equilibrium geometry.

Positions of all 128 atoms, in Å:
1 Hg -3.315 2.566 0.922
2 P -1.383 0.173 0.963
3 F -1.447 1.585 0.159
4 F -2.992 0.259 0.865
5 F -1.301 -0.583 -0.426
6 F -1.475 -1.221 1.730
7 F 0.293 0.298 1.090
8 F -1.411 1.156 2.303
9 C 5.008 2.097 -3.669
10 C 4.096 1.680 -2.332
11 C 4.490 0.170 -2.115
12 C 4.460 -0.258 -0.637
13 C 4.915 0.815 0.343
14 C 4.467 2.270 0.161
15 N 4.542 2.659 -1.297
16 O 4.379 4.004 -1.685
17 C 2.955 2.504 0.730
18 C 5.454 3.212 0.917
19 C 2.583 1.728 -2.608
20 H 4.833 3.065 -4.137
21 H 4.846 1.512 -4.574
22 H 6.080 2.005 -3.493
23 H 3.942 -0.439 -2.835
24 H 5.466 -0.055 -2.544
25 H 5.120 -1.125 -0.616
26 H 3.383 -0.326 -0.483
27 H 6.001 0.766 0.422
28 H 4.588 0.423 1.306
29 H 2.678 3.557 0.784
30 H 2.240 1.902 0.169
31 H 2.757 2.028 1.690
32 H 6.514 3.112 0.680
33 H 5.211 4.241 0.649
34 H 5.319 3.074 1.989
35 H 1.971 1.360 -1.785
36 H 2.357 1.076 -3.452
37 H 2.268 2.768 -2.701
38 H 5.206 4.048 -2.171
39 C -3.666 1.527 -2.543
40 C -4.847 0.700 -2.006
41 C -4.438 -0.848 -1.935
42 C -5.402 -1.764 -1.209
43 C -5.804 -1.247 0.171
44 C -6.242 0.252 0.223
45 N -5.256 1.045 -0.659
46 O -5.435 2.449 -0.517
47 C -7.662 0.307 -0.367
48 C -6.160 0.750 1.619
49 C -5.918 0.960 -3.155
50 H -2.785 1.425 -1.909
51 H -3.957 2.576 -2.595
52 H -3.399 1.256 -3.564
53 H -4.626 -1.294 -2.912
54 H -3.395 -1.025 -1.672
55 H -5.062 -2.794 -1.096
56 H -6.282 -1.775 -1.851
57 H -5.121 -1.499 0.983
58 H -6.700 -1.811 0.430
59 H -8.201 -0.297 0.363
60 H -7.983 1.347 -0.323
61 H -7.888 -0.107 -1.350
62 H -5.153 1.145 1.750
63 H -6.926 1.492 1.846
64 H -6.319 -0.119 2.257
65 H -5.547 1.423 -4.069
66 H -6.609 1.742 -2.841
67 H -6.657 0.211 -3.439
68 H -6.135 2.656 -1.141
69 C 2.173 -1.456 4.788
70 C 1.372 -0.290 5.433
71 C -0.148 -0.584 5.346
72 C -0.597 -1.651 6.407
73 C -0.250 -1.318 7.816
74 C 1.185 -0.894 7.966
75 N 1.699 0.050 6.886
76 O 3.012 0.513 7.008
77 C 1.306 0.022 9.231
78 C 2.160 -2.159 8.210
79 C 1.497 1.054 4.648
80 H 2.028 -2.377 5.353
81 H 3.205 -1.230 5.058
82 H 1.933 -1.643 3.742
83 H -0.655 0.352 5.579
84 H -0.538 -0.929 4.388
85 H -0.276 -2.685 6.276
86 H -1.686 -1.650 6.427
87 H -0.396 -2.233 8.390
88 H -0.972 -0.722 8.375
89 H 0.817 -0.577 9.999
90 H 2.335 0.241 9.516
91 H 0.839 1.007 9.226
92 H 3.196 -1.827 8.136
93 H 2.010 -2.373 9.268
94 H 1.911 -3.079 7.682
95 H 2.529 1.392 4.556
96 H 0.874 1.821 5.109
97 H 1.173 0.918 3.616
98 H 3.573 -0.239 6.806
99 C 0.144 -2.184 -6.767
100 C 1.070 -1.317 -6.062
101 C 0.414 0.156 -5.783
102 C -0.749 0.077 -4.744
103 C -0.182 -0.418 -3.410
104 C 0.608 -1.842 -3.548
105 N 1.482 -1.838 -4.761
106 O 2.207 -3.057 -4.789
107 C 1.429 -1.997 -2.246
108 C -0.550 -2.977 -3.536
109 C 2.351 -1.096 -6.838
110 H -0.676 -2.646 -6.218
111 H -0.239 -1.855 -7.733
112 H 0.707 -3.087 -7.002
113 H 1.139 0.924 -5.515
114 H 0.045 0.449 -6.766
115 H -1.101 1.106 -4.677
116 H -1.535 -0.472 -5.263
117 H -1.017 -0.691 -2.765
118 H 0.176 0.431 -2.827
119 H 1.988 -1.064 -2.185
120 H 1.947 -2.956 -2.223
121 H 0.788 -2.081 -1.368
122 H -0.243 -3.825 -4.149
123 H -1.542 -2.679 -3.875
124 H -0.720 -3.300 -2.509
125 H 2.911 -1.999 -7.084
126 H 2.076 -0.689 -7.811
127 H 3.168 -0.490 -6.446
128 H 3.071 -2.828 -5.140

The HOMO-LUMO gap is 0.0615 Ha. Its net charge is +1. As for the multiplicity: 1. The energy above the lowest of the compared OMol25 structures with the same formula, charge and spin comes out at 0.000 eV.

# 3
DFT (ωB97M-V/def2-TZVPD) results for a cluster of 2 separate species, C9H14N2O3S in total in a non-equilibrium geometry.

Positions of all 29 atoms, in Å:
1 C 0.434 -0.984 0.238
2 C 4.147 0.514 0.222
3 C -0.669 -1.717 1.039
4 C -1.103 0.532 -0.770
5 C -1.501 -2.147 -0.132
6 C -0.887 1.645 -0.091
7 C 0.066 1.634 1.031
8 C -1.887 2.792 -0.268
9 C 0.783 -0.494 -2.028
10 N -0.250 -2.801 1.883
11 N -0.129 -0.523 -0.878
12 O 4.868 -0.348 0.426
13 O 1.600 -1.360 0.374
14 O 3.418 1.378 -0.009
15 S -3.115 -1.745 -0.199
16 H -1.337 -1.140 1.690
17 H -1.820 0.570 -1.567
18 H -0.947 -2.648 -1.042
19 H -0.537 1.444 1.968
20 H 0.541 2.650 1.049
21 H 0.986 1.041 0.916
22 H -1.428 3.707 -0.493
23 H -2.548 2.677 0.675
24 H -2.469 2.552 -1.146
25 H 1.618 0.249 -1.809
26 H 1.351 -1.430 -2.003
27 H 0.254 -0.072 -2.924
28 H 0.111 -3.531 1.330
29 H 0.448 -2.446 2.518

The HOMO-LUMO gap (spin up / spin down) is 0.3122 / 0.3121 Ha. As for the multiplicity: 1. Its structure (SMILES) is CC(C)=CN(C)C(=O)[C@H](N)C=S.O=C=O. The energy above the lowest of the compared OMol25 structures with the same formula, charge and spin comes out at 1.995 eV.

# 4
DFT (ωB97M-V/def2-TZVPD) results for a structure of composition C26H39F7KLiMgN3O13S in a non-equilibrium geometry.

Positions of all 92 atoms, in Å:
1 C -1.898 4.322 1.594
2 O -2.567 3.109 1.326
3 C -1.737 2.170 0.651
4 C -1.035 1.222 1.727
5 O 0.303 0.986 1.229
6 C 1.288 1.235 2.180
7 S 2.893 1.719 1.445
8 O 3.385 2.877 2.168
9 O 3.862 0.670 1.555
10 C 2.754 2.237 -0.344
11 F 1.452 2.592 -0.744
12 F 3.281 1.304 -1.086
13 F 3.589 3.391 -0.524
14 H -2.681 5.062 1.855
15 H -1.336 4.714 0.702
16 H -1.188 4.183 2.441
17 H -0.888 2.700 0.141
18 H -2.311 1.542 -0.054
19 H -1.081 1.736 2.706
20 H -1.679 0.279 1.801
21 H 1.466 0.286 2.746
22 H 1.029 2.003 2.942
23 F -2.184 -1.155 2.261
24 C -7.396 0.057 1.766
25 C -6.243 -0.286 2.682
26 C -6.340 0.375 4.033
27 O -4.973 0.519 4.406
28 C -4.255 0.605 3.249
29 O -3.131 0.950 3.191
30 O -5.013 0.241 2.174
31 H -7.377 -0.578 0.879
32 H -8.356 -0.083 2.266
33 H -7.322 1.088 1.415
34 H -6.137 -1.370 2.774
35 H -6.875 -0.237 4.758
36 H -6.800 1.368 3.998
37 K 1.684 4.629 -1.406
38 N -3.295 5.703 -5.560
39 C -2.969 5.457 -4.254
40 C -2.198 4.322 -4.214
41 C -2.045 3.872 -5.558
42 C -2.738 4.752 -6.364
43 H -3.862 6.472 -5.881
44 H -3.318 6.104 -3.466
45 H -1.792 3.863 -3.324
46 H -1.457 2.994 -5.829
47 H -2.878 4.777 -7.433
48 C 1.886 -0.256 -3.943
49 O 1.575 0.954 -3.842
50 O 2.934 -0.690 -4.533
51 O 1.176 -1.228 -3.505
52 Li -0.109 4.704 -5.790
53 C -0.446 -3.015 -4.247
54 C 0.791 -2.558 -4.941
55 O 0.873 -1.679 -5.739
56 N 2.100 -3.160 -4.601
57 C 2.402 -4.371 -5.431
58 H -1.221 -3.209 -4.987
59 H -0.261 -3.933 -3.688
60 H -0.772 -2.238 -3.554
61 H 2.121 -3.397 -3.605
62 H 2.776 -2.419 -4.835
63 H 1.577 -5.076 -5.344
64 H 3.314 -4.816 -5.042
65 H 2.544 -4.057 -6.461
66 C 7.089 0.066 1.586
67 C 6.767 -1.237 2.296
68 O 7.316 -2.392 1.674
69 C 8.693 -2.714 1.882
70 O 9.013 -2.732 3.139
71 C 9.678 -1.832 1.026
72 F 9.148 -1.564 -0.183
73 F 10.821 -2.494 0.792
74 F 10.008 -0.661 1.575
75 H 7.034 -0.052 0.503
76 H 6.390 0.844 1.894
77 H 8.087 0.419 1.836
78 H 5.685 -1.379 2.241
79 H 7.009 -1.187 3.361
80 H 8.756 -3.687 1.344
81 N -4.643 -3.807 3.275
82 C -4.175 -2.810 4.028
83 C -3.572 -2.992 5.262
84 C -3.449 -4.282 5.747
85 C -3.928 -5.335 4.983
86 C -4.511 -5.044 3.760
87 H -4.297 -1.820 3.610
88 H -3.209 -2.144 5.827
89 H -2.984 -4.467 6.708
90 H -3.850 -6.358 5.327
91 H -4.898 -5.835 3.126
92 Mg -0.866 1.158 -5.556

The HOMO-LUMO gap is 0.0477 Ha. Its net charge is +1. As for the multiplicity: 1. The energy above the lowest of the compared OMol25 structures with the same formula, charge and spin comes out at 1.729 eV.

Question: Which value of multiplicity does entry 1 give?
Answer: 2

Question: What is the multiplicity in the first record?
Answer: 2

Question: Number 1 is which compound?
Answer: C2H9NS2